# 1
59
Properties=species:S:1:pos:R:3:forces:R:3:lowdin_charge:R:1 method="wB97M-V/def2-TZVPD" homo_lumo_gap_ev=7.40 total_charge=+1 e_above_lowest_kj_mol=0.00 e_homo_ev=-10.68
Cd 3.4020 2.7585 0.1788 0.1 -0.2 0.0 1.46
O 5.6078 2.9661 -3.8599 0.0 0.0 -0.1 0.15
C 5.0884 2.8284 -2.6439 0.0 0.0 0.1 -0.47
O 4.0181 3.2843 -2.3162 0.0 0.0 -0.1 0.06
C 5.9546 2.0522 -1.7037 0.0 0.0 0.0 -0.19
C 7.1850 1.5216 -2.0257 0.0 0.0 0.0 0.02
C 7.8723 0.8278 -1.0300 0.0 0.0 0.0 -0.01
C 7.3091 0.6958 0.2237 0.0 0.0 0.0 0.03
C 6.0627 1.2703 0.4641 0.0 0.0 0.0 -0.16
N 5.4206 1.9240 -0.4890 0.0 0.1 0.0 0.07
C 5.3723 1.1750 1.8360 0.0 0.0 0.0 -0.64
O 5.9295 0.4865 2.6718 0.0 0.0 0.0 0.06
O 4.2844 1.8325 1.9449 0.0 0.0 0.0 -0.15
H 4.9905 3.4955 -4.3913 0.0 0.0 0.0 0.15
H 7.5925 1.6487 -3.0176 0.0 0.0 0.0 0.12
H 8.8423 0.3990 -1.2433 0.0 0.0 0.0 0.12
H 7.7913 0.1688 1.0342 0.0 0.0 0.0 0.13
F -0.2966 -3.1806 0.0545 0.1 0.0 0.0 0.06
C -0.7593 -1.9060 0.0501 0.0 0.0 0.0 -0.19
C 0.1034 -0.8621 -0.0906 0.0 0.0 0.0 0.10
C -0.4039 0.4428 -0.0927 0.0 0.0 0.0 -0.04
C 0.5456 1.5636 -0.2192 0.0 0.0 0.0 -0.30
O 1.7530 1.2929 -0.3798 -0.1 0.0 0.1 -0.08
C -0.0360 2.8684 -0.1734 0.0 0.0 0.0 -0.02
C -1.3921 2.9797 -0.0935 0.0 0.0 0.0 0.05
N -2.2605 1.9556 0.0363 0.0 0.0 0.0 0.01
C -3.6842 2.2083 0.0894 0.0 0.0 0.0 -0.26
C -4.4174 1.9918 1.3826 0.0 0.0 0.0 -0.09
C -4.1853 3.3809 0.8671 0.0 0.0 0.0 -0.08
C -1.7802 0.6575 0.0416 0.0 0.0 0.0 -0.11
C -2.6460 -0.4409 0.1778 0.0 0.0 0.0 0.09
C -2.1407 -1.7183 0.1905 0.0 -0.1 0.0 -0.17
N -3.0282 -2.8372 0.3574 0.0 0.1 0.0 -0.10
C -2.8404 -3.5508 1.6139 0.0 0.0 0.0 -0.14
C -4.0142 -4.4812 1.8386 0.0 0.0 0.0 -0.08
N -4.0981 -5.4342 0.6737 0.0 0.0 0.0 0.06
C -4.2028 -4.7092 -0.6428 0.0 0.1 0.0 -0.08
C -3.0340 -3.7532 -0.7754 0.0 -0.1 0.0 -0.15
C 0.7088 4.2071 -0.2149 0.0 -0.1 0.0 -0.62
O 0.0739 5.1761 -0.5899 0.0 0.0 0.0 0.05
O 1.9128 4.2172 0.2213 0.0 0.2 -0.1 -0.16
H 1.1695 -1.0123 -0.1916 0.0 0.0 0.0 0.14
H -1.8129 3.9751 -0.1385 0.0 0.0 0.0 0.15
H -4.1961 1.9583 -0.8323 0.0 0.0 0.0 0.16
H -3.8242 1.6820 2.2325 0.0 0.0 0.0 0.11
H -5.4140 1.5753 1.3353 0.0 0.0 0.0 0.11
H -3.4645 3.9897 1.3938 0.0 0.0 0.0 0.11
H -5.0161 3.9277 0.4469 0.0 0.0 0.0 0.11
H -3.7113 -0.3049 0.2872 0.0 0.0 0.0 0.12
H -2.7988 -2.8347 2.4334 0.0 0.0 0.0 0.15
H -1.9048 -4.1301 1.6356 0.0 0.0 0.0 0.13
H -4.9550 -3.9349 1.8633 0.0 0.0 0.0 0.14
H -3.9021 -5.0742 2.7441 0.0 0.0 0.0 0.14
H -4.8953 -6.0603 0.7899 0.0 0.0 0.0 0.18
H -3.2592 -6.0199 0.6656 0.0 0.0 0.0 0.19
H -5.1501 -4.1737 -0.6296 0.0 0.0 0.0 0.14
H -4.2092 -5.4577 -1.4326 0.0 0.0 0.0 0.14
H -3.1610 -3.1864 -1.6969 0.0 0.0 0.0 0.15
H -2.0957 -4.3220 -0.8616 0.0 0.0 0.0 0.13

---

# 2
58
Properties=species:S:1:pos:R:3:forces:R:3:lowdin_charge:R:1 method="wB97M-V/def2-TZVPD" homo_lumo_gap_ev=4.46 total_charge=-1 e_above_lowest_kj_mol=288.34 e_homo_ev=-2.35
C -1.7768 5.2330 0.7118 -0.8 -0.2 0.0 -0.07
C -2.1073 3.7723 0.6435 0.5 -0.4 -0.2 -0.22
O -1.0146 3.1390 -0.0723 -0.8 -0.4 0.4 -0.01
C -1.2039 1.8156 -0.1236 0.1 -2.1 -0.1 -0.50
C 0.0383 1.1126 -0.6907 -1.5 1.0 -1.2 -0.14
C -0.4848 0.6000 -1.9321 0.2 1.7 1.9 -0.08
N -0.0878 0.8869 -3.1427 -0.2 -1.0 -0.8 -0.04
C 0.8937 1.9113 -3.4577 1.0 -0.1 0.0 -0.09
C 1.2859 1.9001 -4.9444 -0.1 -0.3 -0.2 -0.17
O 1.1685 0.5922 -5.5212 -0.8 0.8 0.2 -0.13
C -0.2166 0.2150 -5.5578 0.7 0.2 -0.5 -0.18
C -0.8082 0.1055 -4.1667 -0.2 -0.3 -0.2 -0.10
O -2.2367 1.2160 0.1556 0.9 1.5 -0.5 0.05
H -2.5710 5.6377 1.3420 0.2 0.6 -0.1 0.08
H -0.8041 5.3966 1.1587 0.1 0.0 0.1 0.08
H -1.8069 5.6669 -0.2888 0.0 0.2 0.1 0.07
H -2.1496 3.3172 1.6426 -0.1 0.1 -0.3 0.12
H -3.0315 3.5347 0.0891 0.2 0.3 0.4 0.13
H 0.8655 1.8066 -0.7256 0.1 0.2 -0.4 0.10
H -1.4503 0.0999 -1.8735 0.3 -0.3 0.1 0.15
H 0.5036 2.8988 -3.1879 0.0 -0.1 0.1 0.14
H 1.8110 1.7606 -2.8763 -0.4 -0.2 0.1 0.14
H 0.6498 2.6432 -5.4698 0.3 -0.5 -0.2 0.12
H 2.3460 2.1700 -5.0642 -0.5 0.1 0.1 0.13
H -0.8114 0.9327 -6.1600 0.5 -0.2 0.1 0.12
H -0.2184 -0.7670 -6.0430 -0.2 0.3 0.0 0.13
H -0.7831 -0.9546 -3.8752 0.0 0.5 0.2 0.13
H -1.8577 0.4407 -4.1912 0.2 -0.2 0.1 0.14
O 3.6099 -0.3882 0.9478 -0.8 -0.1 0.2 0.10
C 2.4608 -0.3742 0.8393 1.1 0.1 -0.9 -0.11
Co 0.7048 -0.2496 0.6230 0.0 1.5 0.8 0.14
C 0.7203 1.3411 1.8863 -1.0 -4.3 2.0 -0.35
O 0.7963 2.5039 2.0396 0.7 3.8 -1.4 0.02
C 0.2315 -1.4456 -0.5442 1.0 -1.2 -1.2 -0.19
O 0.0010 -2.1433 -1.4395 -0.2 0.3 0.5 0.09
C 0.2791 -1.6689 2.2242 2.1 -0.5 1.9 -0.27
C 1.1247 -2.8761 2.3051 -0.8 0.0 0.4 -0.20
C 1.2447 -3.7871 1.2309 0.5 0.2 0.2 -0.04
C 2.1500 -4.8487 1.3021 0.1 0.3 -0.4 -0.11
C 2.9209 -5.0709 2.4433 -0.7 0.0 0.2 -0.13
C 2.6295 -4.3070 3.5801 0.1 0.2 -0.1 -0.11
C 1.7218 -3.2433 3.5374 0.6 0.1 -0.6 -0.03
C -0.1068 -0.6570 3.0323 3.3 -0.8 -1.7 -0.23
C 0.3864 0.6738 3.3052 0.7 0.3 0.5 -0.15
Co -1.5305 -1.3989 2.3471 -5.7 0.5 0.2 0.05
C -2.1761 -2.1061 0.9270 -0.6 -0.9 -1.5 -0.21
O -2.6623 -2.6506 0.0336 -0.1 0.1 -0.1 0.08
C -2.4694 0.0955 2.5583 -0.4 0.3 0.1 -0.16
O -3.0412 1.0458 2.8707 0.2 -0.3 0.0 0.10
C -2.4060 -2.3819 3.5557 0.1 -1.1 1.3 -0.15
O -3.0462 -2.9845 4.3056 0.1 0.3 -0.5 0.07
H 0.6654 -3.6307 0.3177 0.3 -0.1 0.4 0.09
H 2.3005 -5.4640 0.4109 -0.1 0.1 0.3 0.09
H 3.6475 -5.8828 2.4729 -0.1 0.2 0.0 0.08
H 3.1494 -4.5199 4.5092 -0.1 0.0 0.0 0.09
H 1.5363 -2.6333 4.4307 0.1 -0.3 -0.4 0.11
H -0.3891 1.2656 3.8186 0.8 0.2 0.0 0.10
H 1.4052 0.7035 3.7504 -0.7 0.0 0.4 0.12

---

# 3
60
Properties=species:S:1:pos:R:3:forces:R:3:lowdin_charge:R:1 method="wB97M-V/def2-TZVPD" homo_lumo_gap_ev="8.30 / 6.58" total_charge=+1 e_above_lowest_kj_mol=0.00 e_homo_ev="-10.96 / -10.94" multiplicity=6
Fe 1.0585 0.6000 -0.0947 0.6 0.0 -0.2 1.14
C -1.4327 2.2157 -1.3990 0.2 0.1 0.2 -0.16
N -0.1713 1.4518 -1.4519 -0.5 0.3 -0.4 -0.07
C 0.0960 1.0290 -2.6620 0.1 -0.2 0.0 -0.06
C 1.2370 0.2786 -2.9222 -0.2 0.4 0.2 -0.34
C 1.7042 -0.2510 -4.1205 0.2 -0.2 0.0 -0.01
C 2.9130 -0.8623 -3.8054 -0.2 0.1 -0.2 -0.06
C 3.1155 -0.6646 -2.4437 -0.2 0.0 0.4 -0.14
N 2.1061 0.0433 -1.8689 0.4 -0.2 -0.4 -0.01
C -2.6757 1.3621 -1.4543 0.0 -0.1 -0.1 -0.23
C -2.8251 0.2349 -0.6507 0.0 -0.1 -0.1 -0.07
C -3.9956 -0.5059 -0.6856 0.0 0.0 0.0 -0.07
C -5.0295 -0.1386 -1.5382 0.0 0.0 0.0 -0.07
C -4.8796 0.9663 -2.3604 0.0 0.0 0.0 -0.06
C -3.7073 1.7102 -2.3182 0.0 0.0 0.0 -0.03
H -1.4539 2.9080 -2.2429 0.1 0.0 0.0 0.12
H -1.4102 2.8356 -0.5097 0.0 0.0 0.1 0.09
H -0.5873 1.2580 -3.4776 0.0 0.0 0.0 0.15
H 1.2079 -0.1944 -5.0760 0.0 0.0 0.0 0.12
H 3.5854 -1.3822 -4.4670 0.0 0.0 0.0 0.11
H 3.9701 -1.0517 -1.9173 -0.1 0.0 0.3 0.10
H -2.0161 -0.0779 -0.0022 0.0 0.0 0.0 0.08
H -4.1092 -1.3694 -0.0420 0.0 0.0 0.0 0.11
H -5.9432 -0.7168 -1.5643 0.0 0.0 0.0 0.11
H -5.6745 1.2529 -3.0358 0.0 0.0 0.0 0.11
H -3.5973 2.5750 -2.9626 0.0 0.0 0.0 0.12
C 4.7985 0.1237 0.2689 -0.1 0.1 -0.2 -0.06
C 3.9341 0.3364 1.4495 -0.1 0.0 -0.2 -0.61
N 2.6577 0.6787 1.4145 0.0 0.3 0.3 0.03
C 2.1904 0.8834 2.7052 -0.2 -0.2 -0.1 -0.33
C 3.0927 0.6505 3.6864 0.0 0.0 0.0 -0.31
S 4.5756 0.1850 3.0080 0.1 0.0 0.1 1.17
C 0.8167 1.3023 2.9474 0.1 0.0 -0.1 -0.35
C 0.2980 1.4341 4.1924 0.0 0.0 0.1 -0.33
S -1.2992 1.9692 4.0795 0.0 0.0 0.2 1.16
C -1.1990 2.0055 2.3876 0.0 0.0 -0.2 -0.60
N -0.0313 1.6110 1.8973 -0.1 0.0 0.2 0.07
C -2.4114 2.5391 1.6995 0.1 0.0 -0.1 -0.07
H 4.2000 0.3526 -0.6005 0.1 0.1 -0.2 0.04
H 5.1563 -0.9045 0.2170 0.0 0.0 0.0 0.10
H 5.6588 0.7920 0.2866 0.0 0.0 0.1 0.10
H 2.9616 0.7366 4.7502 0.0 0.0 0.0 0.09
H 0.7736 1.2424 5.1376 0.0 0.0 0.0 0.09
H -3.2201 2.6481 2.4203 0.0 0.0 0.0 0.08
H -2.7600 1.8815 0.9110 0.0 0.1 0.0 0.05
H -2.2008 3.5320 1.2991 0.0 0.0 -0.1 0.10
C -0.9206 -2.9115 -0.2953 0.0 0.0 -0.1 0.05
C 0.1143 -2.2935 0.6371 0.2 0.2 -0.2 -0.38
O 0.4602 -1.0141 0.2170 -0.6 -0.9 0.7 -0.21
C -0.4656 -2.2147 2.0674 0.1 0.0 0.0 -0.55
F -1.4618 -1.3101 2.1018 0.0 0.0 0.0 0.15
F 0.4427 -1.8342 2.9754 0.0 0.1 0.0 0.17
F -0.9665 -3.3883 2.4558 0.0 0.1 0.0 0.18
C 1.4027 -3.1491 0.6016 0.1 0.0 0.1 -0.56
F 1.1713 -4.4025 1.0002 0.0 0.1 0.0 0.18
F 2.3753 -2.6464 1.3832 0.0 0.1 -0.1 0.15
F 1.8793 -3.1811 -0.6476 0.0 0.0 0.0 0.17
H -1.8896 -2.4468 -0.1363 0.0 0.0 0.0 0.08
H -1.0075 -3.9818 -0.1219 0.0 0.0 0.0 0.11
H -0.6113 -2.7321 -1.3229 0.0 0.0 0.0 0.11

---

# 4
53
Properties=species:S:1:pos:R:3:forces:R:3:lowdin_charge:R:1 method="wB97M-V/def2-TZVPD" homo_lumo_gap_ev="5.92 / 7.84" total_charge=+3 e_homo_ev="-18.70 / -18.70" multiplicity=5
Mn 0.3605 -0.3947 -0.0413 -3.7 1.2 0.3 1.12
C -2.6653 0.6601 -0.0117 -0.2 -0.2 0.2 -0.07
N -1.3177 1.2892 0.0305 -0.1 -0.3 0.1 -0.20
C -1.1596 2.0696 1.2692 0.2 1.0 0.4 -0.11
C -0.7780 1.1879 2.4309 0.2 0.3 0.2 -0.22
C -1.0878 1.5356 3.7523 0.2 -0.7 -1.0 0.04
C -0.5859 0.7414 4.7733 0.1 0.1 -0.1 0.03
C 0.2295 -0.3463 4.4628 -0.3 0.4 0.1 0.01
C 0.4651 -0.6414 3.1377 0.0 -0.1 0.4 -0.09
N -0.0007 0.1121 2.1407 -0.1 0.1 -1.3 0.04
C -1.0995 2.1362 -1.1451 1.1 0.3 -0.8 -0.11
C -0.6802 1.3174 -2.3571 -0.2 0.1 -0.3 -0.20
C -0.9295 1.7230 -3.6823 0.0 -0.1 1.2 0.04
C -0.5501 0.9087 -4.7315 0.2 -0.1 -0.2 0.03
C 0.0805 -0.3088 -4.4457 0.0 0.4 -0.2 0.01
C 0.3612 -0.6203 -3.1380 -0.1 -0.1 0.1 -0.08
N -0.0230 0.1711 -2.1087 0.6 -0.7 0.8 0.03
C -2.6284 -0.8482 -0.0519 -0.3 -0.4 0.0 -0.22
C -3.8415 -1.5264 -0.0417 -0.1 0.7 -0.5 0.02
C -3.8609 -2.8914 0.1078 0.5 -0.7 0.0 0.03
C -2.6473 -3.5840 0.1800 -0.4 0.6 0.1 0.01
C -1.4948 -2.8487 0.0582 0.5 -1.4 0.1 -0.11
N -1.4704 -1.5324 -0.0219 0.4 2.3 -0.1 0.01
H -3.2594 0.9204 0.9013 0.6 0.0 -0.7 0.16
H -3.2208 1.0432 -0.8886 0.2 -0.2 0.4 0.16
H -0.3383 2.8119 1.0923 -0.6 -0.5 0.3 0.15
H -2.0739 2.6662 1.5217 0.7 -0.5 -0.3 0.16
H -1.7155 2.3943 3.9488 0.0 0.0 0.0 0.14
H -0.8489 1.0055 5.7862 0.2 -0.2 0.2 0.14
H 0.6680 -0.9554 5.2349 0.0 -0.2 0.1 0.13
H 1.0134 -1.5250 2.8772 0.4 -0.2 -0.1 0.12
H -1.9524 2.7544 -1.4138 -0.2 0.1 0.2 0.15
H -0.2739 2.8324 -0.9032 -0.3 -0.2 -0.2 0.15
H -1.4223 2.6787 -3.8109 0.0 -0.1 -0.3 0.14
H -0.7176 1.2178 -5.7663 0.0 -0.1 0.3 0.15
H 0.3924 -0.9766 -5.2390 0.0 0.0 0.1 0.14
H 0.8994 -1.5343 -2.9014 -0.1 0.1 0.1 0.12
H -4.7615 -0.9640 -0.2177 0.2 -0.2 0.4 0.15
H -4.7933 -3.4244 0.1595 -0.2 -0.1 0.0 0.14
H -2.5854 -4.6408 0.3461 -0.1 -0.3 -0.1 0.13
H -0.5359 -3.3508 0.0215 0.1 -0.1 0.1 0.12
N 7.6144 0.3959 0.0656 -1.6 -0.4 -0.1 0.28
C 6.4873 0.1271 -0.0309 3.0 0.1 -0.2 -0.12
C 5.1131 -0.0908 -0.1376 -1.9 0.2 0.5 -0.15
C 4.2973 0.9827 0.2624 -0.2 0.3 -0.2 0.05
C 2.9230 0.8465 0.2770 -0.2 0.9 0.6 -0.07
N 2.2807 -0.3057 -0.0562 1.7 0.8 -0.2 -0.10
C 3.0713 -1.2985 -0.5067 0.3 -0.1 0.3 -0.08
C 4.4519 -1.2582 -0.5319 -0.1 0.0 -0.5 0.07
H 4.7602 1.9455 0.5127 -0.3 -0.5 0.0 0.16
H 2.3213 1.7167 0.6105 0.3 -0.8 -0.3 0.14
H 2.5901 -2.1974 -0.8200 -0.3 -0.6 -0.2 0.12
H 4.9395 -2.1266 -0.9600 0.3 0.1 0.3 0.15